No. 1
{
  "formula": "C30H59F5N2O5PbSbSi7Te",
  "method": "ωB97M-V/def2-TZVPD",
  "elements": ["Pb", "C", "C", "N", "C", "C", "N", "C", "O", "O", "C", "O", "O", "H", "H", "H", "H", "H", "F", "C", "C", "F", "C", "F", "C", "O", "C", "F", "C", "F", "C", "Si", "C", "C", "Sb", "Si", "C", "C", "C", "Si", "C", "C", "C", "H", "H", "H", "H", "H", "H", "H", "H", "H", "H", "H", "H", "H", "H", "H", "H", "H", "H", "H", "H", "H", "H", "H", "H", "H", "H", "H", "C", "Si", "C", "C", "Si", "Te", "Si", "C", "C", "C", "Si", "C", "C", "C", "H", "H", "H", "H", "H", "H", "H", "H", "H", "H", "H", "H", "H", "H", "H", "H", "H", "H", "H", "H", "H", "H", "H", "H", "H", "H", "H"],
  "positions_angstrom": [[0.180, 0.014, 1.246], [0.723, -1.261, 5.166], [-0.453, -1.683, 4.364], [-0.827, -1.177, 3.204], [-1.908, -1.907, 2.777], [-2.209, -2.855, 3.705], [-1.279, -2.695, 4.696], [-3.243, -3.916, 3.857], [-4.122, -4.026, 2.884], [-3.238, -4.590, 4.857], [-2.532, -1.640, 1.463], [-3.470, -2.343, 1.082], [-2.030, -0.660, 0.800], [1.138, -0.342, 4.755], [1.498, -2.028, 5.135], [0.452, -1.086, 6.207], [-1.265, -3.279, 5.522], [-3.952, -3.359, 2.162], [-0.770, -1.505, -6.124], [-0.898, -0.910, -4.944], [-0.833, -1.654, -3.776], [-0.633, -2.967, -3.836], [-0.971, -1.028, -2.553], [-0.900, -1.756, -1.443], [-1.163, 0.350, -2.455], [-1.211, 0.928, -1.225], [-1.239, 1.070, -3.636], [-1.474, 2.394, -3.596], [-1.108, 0.453, -4.870], [-1.197, 1.181, -5.981], [-2.880, 1.692, 3.116], [-4.030, 1.688, 1.661], [-4.973, 3.296, 1.653], [-5.189, 0.240, 1.561], [-2.822, 1.952, -0.660], [-4.654, 1.195, -2.340], [-6.149, 2.139, -1.748], [-4.728, -0.643, -2.006], [-4.349, 1.558, -4.133], [-1.623, 4.262, -0.631], [-2.896, 5.618, -0.604], [-0.648, 4.166, 0.958], [-0.418, 4.489, -2.022], [-3.478, 1.464, 4.005], [-2.447, 2.682, 3.264], [-2.086, 0.954, 3.058], [-5.640, 3.226, 2.522], [-5.605, 3.457, 0.779], [-4.342, 4.171, 1.803], [-5.254, -0.230, 2.547], [-4.887, -0.535, 0.861], [-6.189, 0.593, 1.300], [-6.472, 1.826, -0.754], [-6.968, 1.917, -2.439], [-6.003, 3.220, -1.755], [-5.649, -0.898, -1.478], [-3.894, -1.037, -1.419], [-4.740, -1.170, -2.963], [-4.143, 2.604, -4.350], [-5.286, 1.286, -4.633], [-3.564, 0.939, -4.563], [-3.466, 5.652, 0.324], [-3.596, 5.555, -1.439], [-2.364, 6.569, -0.694], [-1.195, 3.762, 1.809], [-0.344, 5.187, 1.212], [0.260, 3.576, 0.820], [-0.889, 4.720, -2.976], [0.248, 3.636, -2.147], [0.196, 5.348, -1.730], [5.234, -4.590, 0.978], [4.786, -3.596, -0.546], [6.339, -3.141, -1.494], [3.638, -4.596, -1.636], [3.704, -1.629, 0.154], [1.500, -2.488, 1.030], [3.451, -0.173, -1.666], [2.218, 1.213, -1.324], [2.870, -1.116, -3.177], [5.111, 0.634, -2.010], [4.814, -0.579, 1.929], [6.626, -0.312, 1.526], [3.995, 1.092, 2.237], [4.665, -1.623, 3.477], [5.683, -5.544, 0.691], [4.353, -4.805, 1.588], [5.955, -4.057, 1.601], [6.894, -4.044, -1.762], [7.004, -2.504, -0.906], [6.100, -2.615, -2.422], [4.102, -5.556, -1.880], [3.417, -4.084, -2.574], [2.690, -4.801, -1.133], [1.188, 0.849, -1.285], [2.269, 1.942, -2.140], [2.442, 1.744, -0.396], [1.967, -1.689, -2.968], [3.634, -1.818, -3.518], [2.662, -0.427, -4.001], [5.382, 1.334, -1.215], [5.069, 1.198, -2.946], [5.913, -0.101, -2.100], [6.772, 0.238, 0.594], [7.144, -1.270, 1.437], [7.111, 0.250, 2.329], [4.147, 1.769, 1.393], [4.411, 1.570, 3.128], [2.917, 0.988, 2.400], [5.275, -2.525, 3.398], [3.631, -1.933, 3.645], [5.007, -1.061, 4.351]],
  "forces_ev_per_a": [[-0.04, -0.15, 0.22], [-0.01, 0.01, -0.01], [0.06, 0.01, -0.01], [0.13, 0.09, 0.03], [-0.07, 0.05, -0.10], [0.06, -0.15, 0.16], [-0.04, -0.01, 0.04], [-0.26, 0.01, -0.07], [-0.02, -0.26, 0.53], [0.05, -0.03, -0.03], [0.23, 0.08, -0.14], [-0.11, 0.26, -0.23], [-0.15, -0.12, 0.26], [-0.01, -0.01, -0.01], [0.00, 0.00, -0.01], [0.00, -0.01, 0.00], [0.01, 0.03, -0.02], [0.13, -0.02, -0.25], [0.00, 0.06, 0.08], [0.00, -0.14, -0.08], [0.02, -0.14, -0.08], [-0.02, 0.18, 0.02], [0.02, -0.05, 0.08], [0.04, 0.00, -0.16], [-0.06, -0.20, 0.22], [0.30, -0.12, -0.15], [0.12, 0.10, -0.11], [0.05, -0.26, -0.02], [0.06, 0.19, -0.04], [-0.01, -0.03, 0.03], [0.01, 0.05, 0.06], [0.20, -0.18, -0.11], [-0.10, 0.03, 0.06], [-0.10, 0.03, 0.02], [-0.41, 0.63, -0.05], [-0.01, -0.21, 0.00], [-0.07, -0.05, 0.02], [-0.05, -0.02, -0.08], [-0.08, 0.04, -0.02], [0.17, 0.00, 0.07], [-0.10, 0.01, 0.02], [0.00, 0.16, 0.05], [0.00, 0.07, -0.03], [-0.01, 0.00, -0.02], [0.03, -0.03, 0.01], [0.02, -0.04, 0.00], [-0.02, 0.08, -0.05], [0.02, -0.01, -0.01], [0.05, -0.01, 0.00], [-0.02, -0.01, -0.01], [0.02, 0.02, 0.00], [0.01, -0.03, 0.00], [0.02, 0.03, 0.00], [-0.01, 0.01, 0.02], [0.01, -0.01, 0.00], [0.02, -0.01, 0.02], [-0.03, 0.04, 0.01], [0.01, -0.03, 0.02], [0.02, 0.02, 0.00], [0.02, 0.04, -0.03], [-0.07, 0.01, 0.00], [-0.02, -0.02, -0.01], [0.01, 0.00, -0.01], [0.00, 0.00, 0.00], [-0.03, 0.01, -0.01], [0.05, -0.05, 0.04], [-0.01, -0.04, 0.00], [0.02, -0.03, 0.02], [-0.02, -0.03, 0.01], [0.00, 0.00, -0.03], [0.03, -0.01, 0.01], [-0.03, 0.00, 0.03], [0.03, 0.01, -0.02], [0.00, -0.02, 0.00], [0.10, 0.03, -0.10], [-0.09, 0.12, -0.08], [0.05, -0.07, 0.09], [-0.01, 0.06, -0.03], [0.05, 0.06, -0.08], [0.01, 0.02, -0.03], [-0.07, 0.01, -0.02], [0.03, -0.01, 0.00], [-0.01, 0.02, 0.04], [0.03, 0.02, 0.03], [-0.01, 0.01, 0.00], [0.00, 0.01, 0.00], [-0.01, -0.01, 0.00], [0.00, 0.01, 0.00], [-0.01, 0.00, 0.00], [0.01, 0.00, 0.01], [0.00, 0.01, 0.00], [-0.01, 0.01, 0.01], [0.01, 0.00, -0.01], [0.05, 0.02, -0.02], [-0.02, -0.01, 0.00], [-0.01, -0.02, -0.01], [-0.08, -0.06, 0.04], [0.00, 0.01, 0.00], [-0.01, -0.02, 0.00], [0.01, -0.02, 0.00], [0.01, 0.00, 0.01], [-0.01, 0.01, 0.01], [-0.01, -0.01, 0.02], [0.00, 0.02, -0.02], [0.00, 0.00, -0.02], [-0.02, 0.00, 0.01], [0.01, 0.00, -0.02], [0.02, 0.00, -0.01], [-0.03, -0.01, 0.01], [0.00, 0.00, 0.00], [0.00, -0.02, 0.00]],
  "charge": 1,
  "energy_ha": -4891.23122,
  "relative_energy_kcal_mol": 22.86,
  "lumo_energy_ev": -3.23,
  "homo_lumo_gap_ha": 0.2405
}

---

No. 2
{
  "formula": "C10H9ClNO3",
  "method": "ωB97M-V/def2-TZVPD",
  "elements": ["C", "C", "C", "O", "H", "Cl", "C", "C", "C", "C", "C", "C", "H", "H", "H", "H", "H", "H", "C", "H", "H", "N", "O", "O"],
  "positions_angstrom": [[0.045, -1.371, -0.792], [-0.605, -0.592, 0.251], [-1.252, -1.346, 1.326], [-1.548, -0.884, 2.416], [0.597, -0.775, -1.520], [-1.163, -2.307, -1.752], [-0.518, 0.860, 0.240], [0.573, 1.522, -0.367], [0.611, 2.909, -0.444], [-0.402, 3.674, 0.138], [-1.453, 3.038, 0.801], [-1.500, 1.652, 0.880], [-1.396, -2.428, 1.127], [1.371, 0.954, -0.844], [1.411, 3.394, -1.005], [-0.386, 4.761, 0.049], [-2.224, 3.631, 1.297], [-2.284, 1.175, 1.465], [1.259, -2.474, -0.059], [2.014, -1.805, 0.368], [0.815, -3.157, 0.667], [1.887, -3.267, -1.124], [2.226, -2.691, -2.141], [1.924, -4.474, -0.977]],
  "forces_ev_per_a": [[2.40, -2.35, 0.34], [-0.29, 0.67, 0.79], [0.16, 0.12, 0.17], [-0.10, -0.05, -0.33], [-0.09, -0.26, 0.24], [0.33, -0.01, 0.29], [0.19, -0.06, 0.45], [-0.30, 0.10, -0.51], [-0.06, -0.02, -0.05], [-0.11, -0.06, -0.17], [0.19, -0.05, 0.19], [0.00, 0.07, 0.12], [-0.02, 0.18, -0.04], [-0.19, 0.14, 0.18], [-0.14, -0.13, 0.31], [0.03, -0.32, 0.07], [0.20, -0.18, -0.20], [0.15, 0.07, -0.34], [-2.05, 2.29, -0.92], [-0.20, -0.23, -0.05], [0.08, 0.25, -0.20], [-0.59, -0.64, -1.01], [0.25, 0.22, 0.37], [0.17, 0.28, 0.29]],
  "energy_ha": -1126.96687,
  "s2": 0.777,
  "relative_energy_kcal_mol": 0.00,
  "multiplicity": 2,
  "lumo_energy_ev": [-0.11, -2.14],
  "homo_lumo_gap_ha": [0.3119, 0.2886]
}

---

No. 3
{
  "formula": "C3H6O2",
  "method": "ωB97M-V/def2-TZVPD",
  "elements": ["O", "C", "C", "C", "O", "H", "H", "H", "H", "H", "H"],
  "positions_angstrom": [[-1.765, -0.430, -0.362], [-0.995, 0.693, -0.052], [0.454, 0.311, 0.211], [1.258, -1.356, 0.079], [0.955, -0.395, -0.907], [-1.271, -0.926, -1.033], [-0.988, 1.434, -0.868], [-1.431, 1.162, 0.835], [1.124, 1.111, 0.534], [0.381, -0.509, 1.040], [2.233, -1.000, 0.513]],
  "forces_ev_per_a": [[0.04, -0.13, -0.19], [0.07, 0.25, 0.17], [-0.07, 0.32, -0.02], [0.19, 0.03, -0.07], [0.11, -0.09, -0.04], [-0.13, -0.01, 0.10], [0.00, -0.11, 0.10], [0.07, -0.04, -0.10], [-0.10, -0.11, -0.04], [0.02, -0.04, 0.10], [-0.19, -0.07, 0.00]],
  "energy_ha": -268.20772,
  "relative_energy_kcal_mol": 123.94,
  "lumo_energy_ev": 0.75,
  "homo_lumo_gap_ha": 0.3527
}

---

No. 4
{
  "formula": "C13H28ClIN3O2P2W",
  "method": "ωB97M-V/def2-TZVPD",
  "elements": ["C", "C", "H", "H", "H", "O", "I", "W", "P", "C", "C", "H", "H", "H", "H", "H", "H", "C", "H", "H", "H", "P", "C", "C", "H", "H", "H", "C", "H", "H", "H", "H", "H", "H", "Cl", "C", "N", "C", "C", "C", "N", "C", "O", "N", "H", "H", "H", "H", "H", "H", "H"],
  "positions_angstrom": [[0.282, 0.372, -4.997], [-0.169, 1.208, -3.895], [-0.137, 0.746, -5.950], [-0.030, -0.671, -4.827], [1.386, 0.377, -5.042], [-0.623, 2.275, -3.661], [1.145, -3.088, -1.665], [0.016, -1.182, -0.451], [1.840, 0.227, -0.534], [1.650, 1.777, 0.409], [3.420, -0.576, -0.060], [4.161, 0.218, 0.104], [2.948, 1.617, -2.136], [3.756, -1.230, -0.875], [2.796, -0.066, -2.753], [2.065, 1.650, 1.419], [3.313, -1.184, 0.845], [2.300, 0.737, -2.201], [2.187, 2.593, -0.102], [1.399, 1.013, -2.747], [0.588, 2.051, 0.496], [-1.939, -0.182, -1.089], [-1.871, 1.610, -0.842], [-2.393, -0.616, -2.780], [-3.489, -1.737, -0.011], [-4.348, -0.500, -0.954], [-3.638, -0.107, 0.647], [-3.504, -0.678, -0.274], [-2.549, -1.700, -2.880], [-3.339, -0.084, -2.970], [-2.793, 2.025, -1.264], [-1.018, 2.086, -1.340], [-1.630, -0.293, -3.501], [-1.841, 1.814, 0.238], [-1.316, -2.942, 0.526], [-1.739, 0.630, 4.600], [-0.613, 0.095, 3.850], [0.632, 0.051, 4.393], [1.595, -0.605, 3.686], [1.171, -1.228, 2.498], [0.165, -0.724, 1.755], [-0.823, -0.059, 2.481], [-1.851, 0.400, 1.978], [1.827, -2.317, 1.979], [-1.443, 0.828, 5.635], [-2.548, -0.106, 4.598], [-2.086, 1.544, 4.116], [0.754, 0.456, 5.403], [2.602, -0.779, 4.081], [2.479, -2.766, 2.616], [1.255, -2.983, 1.447]],
  "forces_ev_per_a": [[0.70, -1.84, 0.20], [-2.75, 7.74, -1.89], [-0.17, 0.27, 0.53], [0.16, 0.25, -0.17], [-0.31, 0.17, 0.11], [2.49, -6.31, 0.05], [0.26, -0.29, -1.11], [-0.45, -3.74, 4.20], [2.95, 1.60, -0.07], [-0.02, 0.25, 0.08], [0.13, 0.12, 0.39], [-0.08, -0.17, -0.06], [0.00, -0.11, -0.21], [-0.16, 0.21, 0.17], [-0.05, 0.06, 0.15], [-0.12, 0.03, -0.27], [0.13, 0.38, -0.40], [0.20, 0.31, -0.37], [-0.14, -0.31, 0.26], [0.04, 0.23, 0.03], [0.36, -0.05, 0.01], [-3.48, 0.68, 0.10], [0.02, 0.39, -0.38], [0.04, 0.47, -0.60], [0.04, 0.16, -0.14], [0.30, 0.11, 0.07], [0.06, -0.07, -0.20], [-0.14, -0.04, 0.32], [0.08, 0.31, 0.10], [0.33, -0.23, -0.24], [0.07, 0.08, 0.14], [-0.21, -0.09, 0.27], [-0.50, -0.33, 0.04], [-0.07, -0.15, -0.37], [0.21, 0.30, -0.12], [-0.66, 0.28, 0.36], [0.45, 0.62, 0.07], [-0.42, -0.53, -0.49], [0.64, -0.17, 0.54], [1.20, -1.02, -0.83], [-0.60, -0.01, -0.03], [-1.08, 0.70, -0.29], [1.46, -0.83, -0.07], [-0.79, 0.40, 0.56], [0.03, -0.06, -0.30], [0.12, 0.18, 0.00], [-0.04, -0.07, 0.21], [0.01, -0.20, -0.45], [-0.54, -0.06, -0.05], [0.04, 0.00, -0.18], [0.24, 0.34, 0.35]],
  "charge": 3,
  "energy_ha": -2333.54608,
  "s2": 2.022,
  "relative_energy_kcal_mol": 25.50,
  "multiplicity": 3,
  "lumo_energy_ev": [-12.54, -12.56],
  "homo_lumo_gap_ha": [0.1912, 0.1933]
}

---

No. 5
{
  "formula": "C11H23Cl2Cu2O5S2",
  "method": "ωB97M-V/def2-TZVPD",
  "elements": ["Cu", "Cu", "C", "O", "H", "H", "H", "C", "C", "C", "S", "O", "O", "C", "H", "H", "H", "H", "H", "H", "H", "H", "C", "C", "C", "S", "O", "O", "C", "H", "H", "H", "H", "H", "H", "H", "H", "Cl", "C", "C", "Cl", "H", "H", "H", "H"],
  "positions_angstrom": [[1.117, 4.826, 6.019], [-3.436, 2.223, 6.562], [-1.678, 2.319, 1.328], [-1.353, 2.664, 2.664], [-1.102, 1.430, 1.070], [-2.739, 2.164, 1.133], [-1.447, 3.063, 0.565], [3.293, -3.619, 5.923], [3.033, -3.742, 7.480], [1.564, -4.144, 7.584], [0.688, -2.866, 6.561], [0.461, -1.613, 7.281], [-0.386, -3.461, 5.819], [2.221, -2.671, 5.392], [3.339, -4.665, 5.619], [4.304, -3.285, 5.690], [3.260, -2.734, 7.826], [3.623, -4.551, 7.910], [1.184, -4.235, 8.601], [1.338, -5.055, 7.031], [2.459, -1.618, 5.542], [1.785, -2.818, 4.404], [0.963, 5.099, -6.792], [-0.208, 4.219, -6.541], [0.297, 2.859, -7.121], [1.218, 3.278, -8.652], [0.476, 3.063, -9.901], [2.572, 2.688, -8.489], [1.215, 5.130, -8.312], [1.814, 4.876, -6.148], [0.622, 6.121, -6.626], [-1.019, 4.735, -7.056], [-0.502, 4.141, -5.494], [-0.453, 2.078, -7.244], [1.076, 2.509, -6.443], [0.379, 5.560, -8.865], [2.159, 5.565, -8.640], [-2.983, -5.469, -1.302], [-3.465, -3.748, -1.300], [-4.461, -3.568, -0.102], [-5.895, -2.613, -0.754], [-3.904, -3.440, -2.250], [-2.563, -3.205, -1.020], [-4.034, -2.993, 0.719], [-4.835, -4.495, 0.333]],
  "forces_ev_per_a": [[-0.15, -0.11, -0.25], [0.15, -0.03, -0.38], [0.02, 1.20, 1.31], [-0.32, -0.43, -1.19], [0.00, -0.51, -0.05], [-0.34, -0.66, 0.46], [0.67, 0.48, 0.10], [0.26, -0.63, 1.13], [-0.08, 0.07, -1.76], [-0.48, 1.08, -0.16], [2.12, 0.12, -0.06], [0.24, -0.93, -0.39], [-0.45, -0.10, -0.01], [-1.60, -0.18, 0.96], [-0.83, 0.12, -0.88], [-0.07, 0.46, 0.22], [-0.16, -0.31, 0.99], [0.32, 0.47, 0.14], [-0.16, 0.31, -0.14], [0.20, -0.12, 0.06], [0.32, -0.10, -0.11], [0.34, -0.18, 0.02], [0.11, 2.59, -0.37], [0.06, -1.08, -0.56], [-0.69, 0.56, 0.25], [1.08, 0.06, -1.09], [0.66, -0.09, 1.66], [-2.26, 1.15, -0.26], [0.61, -2.15, 0.59], [0.20, 0.00, -0.39], [0.39, 0.25, 0.73], [-0.45, -0.80, -0.27], [0.21, -0.12, 0.00], [0.12, 0.12, -0.40], [-0.01, -0.15, -0.10], [0.00, -0.15, 0.09], [-0.04, -0.19, 0.11], [0.10, -0.06, -0.42], [-0.29, -0.27, 1.93], [-0.45, 0.65, -0.97], [0.53, -0.40, 0.62], [0.22, -0.23, 0.19], [-0.08, 0.13, -0.59], [0.01, 0.14, -0.27], [-0.04, 0.04, -0.49]],
  "charge": 1,
  "energy_ha": -5806.18745,
  "relative_energy_kcal_mol": 22.31,
  "lumo_energy_ev": -6.72,
  "homo_lumo_gap_ha": 0.1123
}

---

No. 6
{
  "formula": "C4H5NO2",
  "method": "ωB97M-V/def2-TZVPD",
  "elements": ["O", "C", "N", "C", "C", "O", "C", "H", "H", "H", "H", "H"],
  "positions_angstrom": [[-2.080, -0.222, 1.648], [-1.190, -0.177, 0.828], [-0.546, 0.974, 0.446], [0.625, 0.830, -0.378], [0.791, -0.651, -0.552], [0.791, -1.453, 0.548], [-0.574, -1.387, 0.089], [-0.756, 1.836, 0.922], [1.528, 1.209, 0.105], [0.509, 1.332, -1.349], [1.427, -1.027, -1.363], [-0.427, -1.229, -1.072]],
  "forces_ev_per_a": [[0.40, -0.18, -0.50], [-0.12, 0.11, -0.19], [-0.03, 0.10, 0.16], [0.21, 0.14, 0.12], [0.85, 0.55, 0.36], [0.27, -0.26, 0.15], [0.05, 0.64, -0.61], [0.00, -0.02, 0.09], [0.01, 0.29, 0.06], [0.07, -0.21, 0.12], [-0.49, 0.10, 0.01], [-1.22, -1.26, 0.22]],
  "energy_ha": -360.51970,
  "relative_energy_kcal_mol": 93.95,
  "lumo_energy_ev": 0.65,
  "homo_lumo_gap_ha": 0.3619
}